{
  "formula": "C15H15N8O7PPt",
  "method": "the ωB97M-V functional and the def2-TZVPD basis",
  "charge": 0,
  "max_force_ha_per_bohr": 0.0312,
  "energy_ev": -54579.9523,
  "gap_ev": 7.23,
  "homo_ev": -8.553,
  "elements": ["Pt", "O", "C", "O", "C", "C", "C", "C", "C", "C", "O", "N", "O", "O", "N", "O", "O", "H", "H", "N", "C", "N", "C", "N", "C", "N", "C", "N", "C", "N", "C", "P", "C", "C", "H", "H", "H", "H", "H", "H", "H", "H", "H", "H", "H", "H", "H"],
  "positions_angstrom": [[0.68434, 0.56221, -0.33917], [-1.61080, -1.92184, -2.49564], [-0.59353, -1.32822, -2.19787], [-0.65838, -0.14964, -1.61552], [0.75612, -1.87131, -2.56578], [0.75974, -2.82699, -3.56625], [1.95161, -3.35731, -4.01510], [3.16092, -2.94536, -3.49589], [3.16803, -2.00273, -2.49060], [1.96785, -1.46123, -1.95363], [2.03157, -0.70877, -0.89344], [4.50899, -1.60437, -2.00375], [4.59866, -0.72969, -1.17327], [5.46244, -2.17979, -2.49837], [1.93781, -4.37891, -5.06710], [3.00729, -4.80972, -5.45015], [0.85604, -4.72852, -5.49698], [-0.18333, -3.14557, -3.98549], [4.09225, -3.34545, -3.86333], [1.92739, 1.36043, 1.03686], [2.95183, 1.78882, 1.42150], [3.96288, 2.19443, 2.03625], [4.92129, 3.01432, 1.66284], [5.79717, 3.72867, 1.42195], [-2.45883, 2.23229, 3.44921], [-1.87119, 0.83646, 3.26533], [-2.96356, -0.08592, 2.69812], [-3.50869, 0.45342, 1.51126], [-4.03051, 1.79449, 1.74129], [-2.99734, 2.71290, 2.22429], [-1.98483, 3.02447, 1.20423], [-1.11430, 1.48835, 0.63901], [-0.68436, 0.90172, 2.35121], [-2.59144, 0.41125, 0.36401], [-1.65632, 2.87274, 3.81318], [-3.24035, 2.14561, 4.20484], [-1.57741, 0.47448, 4.17344], [-3.71949, -0.16048, 3.48096], [-2.49750, -1.05432, 2.52393], [-4.82648, 1.75026, 2.48680], [-4.44133, 2.18204, 0.81114], [-1.25801, 3.73932, 1.59392], [-2.47865, 3.49854, 0.35496], [0.05122, 1.57426, 2.79287], [-0.22866, -0.08405, 2.28127], [-2.25519, -0.60152, 0.15031], [-3.12496, 0.74019, -0.52765]],
  "lowdin_charge": [1.05, 0.07, -0.57, -0.30, -0.05, 0.08, -0.13, 0.08, -0.04, -0.26, -0.25, -0.34, 0.10, 0.06, -0.36, 0.08, 0.08, 0.13, 0.13, -0.08, -0.33, 0.08, -0.39, 0.09, -0.11, -0.07, -0.10, -0.14, -0.15, -0.14, -0.26, 0.89, -0.26, -0.26, 0.15, 0.14, 0.18, 0.14, 0.15, 0.14, 0.14, 0.11, 0.10, 0.09, 0.09, 0.10, 0.11]
}

{
  "formula": "CH2N4O2",
  "method": "the ωB97M-V functional and the def2-TZVPD basis",
  "charge": 0,
  "max_force_ha_per_bohr": 0.1463,
  "energy_ev": -11122.8388,
  "gap_ev": 9.22,
  "homo_ev": -8.496,
  "elements": ["C", "N", "N", "N", "N", "O", "O", "H", "H"],
  "positions_angstrom": [[2.92679, 0.52143, -1.06651], [-1.61068, 0.57614, 0.85067], [-1.60284, -2.13124, -0.29894], [-0.45013, 0.44588, 0.81391], [-0.74815, -2.04065, 0.46082], [2.12363, 1.15901, -1.51791], [3.82746, -0.04571, -0.62015], [-2.12838, 1.15287, 1.51902], [-2.33770, 0.36228, -0.14089]],
  "lowdin_charge": [-0.46, -0.20, 0.01, -0.03, 0.00, 0.23, 0.20, 0.09, 0.15]
}

{
  "formula": "C46H117N7O16",
  "method": "the ωB97M-V functional and the def2-TZVPD basis",
  "charge": 0,
  "max_force_ha_per_bohr": 0.0714,
  "energy_ev": -92777.8360,
  "gap_ev": 8.86,
  "homo_ev": -8.300,
  "elements": ["C", "O", "C", "C", "N", "C", "C", "O", "C", "H", "H", "H", "H", "H", "H", "H", "H", "H", "H", "H", "H", "H", "H", "H", "C", "O", "C", "C", "N", "C", "C", "O", "C", "H", "H", "H", "H", "H", "H", "H", "H", "H", "H", "H", "H", "H", "H", "H", "C", "O", "C", "C", "N", "C", "C", "O", "C", "H", "H", "H", "H", "H", "H", "H", "H", "H", "H", "H", "H", "H", "H", "H", "C", "O", "C", "C", "N", "C", "C", "O", "C", "H", "H", "H", "H", "H", "H", "H", "H", "H", "H", "H", "H", "H", "H", "H", "C", "O", "C", "C", "N", "C", "C", "O", "C", "H", "H", "H", "H", "H", "H", "H", "H", "H", "H", "H", "H", "H", "H", "H", "C", "O", "C", "C", "N", "C", "C", "O", "C", "H", "H", "H", "H", "H", "H", "H", "H", "H", "H", "H", "H", "H", "H", "H", "C", "O", "C", "C", "N", "C", "C", "O", "C", "H", "H", "H", "H", "H", "H", "H", "H", "H", "H", "H", "H", "H", "H", "H", "C", "C", "C", "O", "H", "H", "H", "H", "H", "H", "H", "H", "C", "O", "H", "H", "H", "H"],
  "positions_angstrom": [[2.53407, -5.12109, 2.78958], [3.89078, -5.03954, 3.09354], [4.54615, -6.21899, 3.56607], [5.08933, -7.14523, 2.49316], [6.00163, -6.70056, 1.45362], [7.18867, -6.03927, 1.94008], [8.25180, -5.81219, 0.91670], [7.71114, -4.99376, -0.07501], [8.47243, -4.83645, -1.24658], [2.36210, -5.92521, 2.07471], [2.29283, -4.16971, 2.36338], [1.99150, -5.35923, 3.70747], [3.95917, -6.77467, 4.30938], [5.33794, -5.70277, 4.07292], [4.26483, -7.71435, 2.01000], [5.61907, -7.87422, 3.06249], [5.52600, -6.15819, 0.72773], [7.70897, -6.71726, 2.65655], [7.00384, -5.05963, 2.50592], [8.62505, -6.80024, 0.53055], [9.06613, -5.25050, 1.38592], [9.26940, -4.06465, -1.16202], [7.82773, -4.55523, -2.13807], [8.82196, -5.81220, -1.63444], [1.77568, 2.94413, 2.05533], [0.45199, 2.55828, 2.40091], [0.33167, 1.34588, 3.11748], [-1.09110, 1.21763, 3.52742], [-2.00285, 1.01166, 2.40550], [-3.43744, 0.82599, 2.75400], [-4.32921, 0.69746, 1.61684], [-4.52144, 2.04188, 1.07951], [-5.42651, 2.19597, -0.01374], [2.29721, 3.18831, 2.99101], [1.73821, 3.79629, 1.43415], [2.33750, 2.16846, 1.53606], [0.91802, 1.35573, 4.07611], [0.72103, 0.46844, 2.57412], [-1.38087, 2.07201, 4.18167], [-1.18665, 0.32201, 4.18564], [-1.86796, 1.78969, 1.80224], [-3.79953, 1.52354, 3.50246], [-3.51690, -0.16207, 3.19622], [-5.29969, 0.25756, 1.92488], [-3.94166, -0.07894, 0.92571], [-5.57011, 3.27256, -0.17779], [-6.43641, 1.73087, 0.06610], [-5.02028, 1.86816, -0.99447], [-2.30961, -0.01805, -1.38009], [-2.24183, 0.83913, -2.47958], [-0.90120, 1.06291, -2.82695], [-0.83440, 1.71061, -4.14423], [-1.62746, 0.99556, -5.13294], [-1.35526, 1.30941, -6.57377], [-2.22155, 0.41895, -7.47011], [-3.56275, 0.99647, -7.44688], [-4.61116, 0.26254, -7.94133], [-2.02984, -1.01232, -1.70650], [-3.36138, -0.05208, -1.01048], [-1.76097, 0.39300, -0.47212], [-0.38077, 0.14149, -2.89319], [-0.43165, 1.69820, -2.07310], [0.22434, 1.69713, -4.41572], [-1.10012, 2.81395, -4.07301], [-2.62721, 1.13418, -4.95751], [-0.33784, 1.01074, -6.79671], [-1.44296, 2.39625, -6.80145], [-2.24159, -0.55040, -7.02361], [-1.78056, 0.38835, -8.43475], [-5.47996, 0.95612, -7.96433], [-4.88138, -0.59782, -7.30246], [-4.42769, -0.11557, -8.94367], [-3.94401, -2.79309, 2.49810], [-2.96632, -2.87195, 1.50972], [-1.72742, -3.41016, 1.91912], [-0.56452, -2.77408, 1.18506], [-0.83891, -2.76429, -0.28878], [-0.99119, -4.10795, -0.81180], [-0.90348, -4.19006, -2.31674], [-1.82897, -3.20251, -2.90718], [-1.70678, -2.86077, -4.24368], [-4.93385, -2.87479, 2.05426], [-3.79269, -1.91785, 3.17857], [-3.84362, -3.67729, 3.17609], [-1.82115, -4.49580, 1.69491], [-1.60656, -3.38458, 3.05247], [0.37646, -3.29753, 1.32809], [-0.49384, -1.73676, 1.52408], [-1.72441, -2.30204, -0.36857], [-2.01406, -4.43064, -0.55560], [-0.22419, -4.78112, -0.35908], [-1.24017, -5.20187, -2.73972], [0.10567, -3.90749, -2.70246], [-2.42465, -2.07111, -4.34066], [-1.85954, -3.71909, -4.90140], [-0.74333, -2.43992, -4.53317], [-1.13004, 4.31556, -0.10837], [-1.61724, 4.24986, -1.42468], [-2.84966, 4.93115, -1.50188], [-3.58626, 4.36830, -2.73088], [-4.80024, 5.18340, -2.90813], [-5.64836, 4.70681, -3.97785], [-5.12081, 5.05935, -5.31573], [-5.71052, 4.23507, -6.27418], [-5.12653, 4.21864, -7.56248], [-0.65884, 5.22323, 0.17008], [-0.30588, 3.60878, -0.07069], [-1.92495, 4.13893, 0.63738], [-2.71849, 6.03199, -1.46139], [-3.51507, 4.64611, -0.67745], [-3.79358, 3.30790, -2.49063], [-2.88642, 4.49603, -3.62054], [-5.33491, 5.12206, -2.01330], [-6.57717, 5.16875, -3.80849], [-5.80499, 3.62184, -3.95059], [-4.01786, 4.87592, -5.29741], [-5.36118, 6.11593, -5.53944], [-5.84274, 3.70609, -8.21934], [-4.27967, 3.54681, -7.54573], [-4.80621, 5.17264, -7.95315], [2.41757, -1.11352, 4.37701], [1.05399, -1.31154, 4.72878], [0.81678, -2.61553, 5.22373], [-0.63715, -2.51509, 5.60909], [-1.19114, -3.78587, 6.01693], [-0.36421, -4.59887, 6.92525], [-1.25729, -5.55277, 7.65450], [-2.22735, -4.72694, 8.34790], [-3.23248, -5.31442, 9.09665], [2.54452, -0.15571, 3.93552], [2.69772, -1.93735, 3.71212], [3.05490, -1.19680, 5.26121], [1.52340, -2.76901, 6.05079], [0.86781, -3.41057, 4.50550], [-1.10320, -2.31378, 4.66190], [-0.71431, -1.70426, 6.35265], [-2.05903, -3.58560, 6.46354], [0.20268, -4.09710, 7.69468], [0.37596, -5.23079, 6.39209], [-0.71074, -6.09491, 8.32733], [-1.86484, -6.10205, 6.96142], [-3.95573, -4.57714, 9.44037], [-2.80098, -5.89962, 9.93774], [-3.91254, -6.06279, 8.57749], [1.73370, 3.79961, -2.09834], [2.41167, 4.53694, -1.09434], [3.01987, 5.77882, -1.56056], [3.81637, 6.25621, -0.40590], [2.94736, 6.72597, 0.62035], [3.51624, 7.07538, 1.92046], [2.35208, 7.35459, 2.86048], [1.71166, 6.14684, 3.16683], [0.58133, 6.27661, 3.95708], [0.97635, 4.45187, -2.59590], [1.22398, 2.90363, -1.63149], [2.39250, 3.45921, -2.91232], [2.18853, 6.42449, -1.85821], [3.54462, 5.51822, -2.45591], [4.40958, 7.09433, -0.84339], [4.49835, 5.50523, -0.06620], [2.19324, 6.02700, 0.79528], [4.09750, 7.98264, 1.85393], [4.19422, 6.25191, 2.36487], [1.70145, 8.08796, 2.33562], [2.57164, 7.79667, 3.87261], [0.82323, 6.31105, 4.99759], [0.01665, 5.31458, 3.86814], [0.00736, 7.15013, 3.62186], [3.73562, -0.48103, -3.19895], [2.55406, -0.19749, -4.08412], [3.07077, 0.52701, -5.28907], [1.81156, -1.36957, -4.48653], [4.21378, 0.45074, -2.77701], [4.57527, -1.02853, -3.65321], [3.48372, -1.04197, -2.33084], [1.80784, 0.49972, -3.58392], [2.21857, 0.72521, -5.95279], [3.79235, 0.01467, -5.90100], [3.47664, 1.50433, -5.03301], [1.61152, -1.82101, -3.66779], [1.65854, -0.14383, -0.33920], [1.41635, -1.28235, -1.11037], [0.82291, 0.55393, -0.37177], [1.91010, -0.44358, 0.69749], [2.50956, 0.39937, -0.72214], [0.62575, -1.70702, -0.87573]],
  "lowdin_charge": [-0.12, -0.20, -0.21, -0.22, -0.05, -0.25, -0.26, -0.20, -0.12, 0.09, 0.06, 0.08, 0.13, 0.11, 0.12, 0.10, 0.12, 0.13, 0.14, 0.14, 0.12, 0.09, 0.10, 0.08, -0.08, -0.19, -0.25, -0.22, -0.01, -0.22, -0.22, -0.18, -0.11, 0.10, 0.05, 0.08, 0.13, 0.10, 0.13, 0.12, 0.08, 0.13, 0.08, 0.13, 0.11, 0.07, 0.09, 0.08, -0.10, -0.17, -0.25, -0.22, -0.03, -0.18, -0.17, -0.21, -0.15, 0.06, 0.08, 0.11, 0.10, 0.10, 0.10, 0.13, 0.11, 0.10, 0.12, 0.11, 0.11, 0.09, 0.09, 0.08, -0.11, -0.19, -0.22, -0.15, -0.06, -0.21, -0.16, -0.23, -0.13, 0.09, 0.08, 0.10, 0.13, 0.12, 0.10, 0.12, 0.07, 0.12, 0.14, 0.14, 0.12, 0.08, 0.09, 0.07, -0.10, -0.19, -0.23, -0.20, -0.07, -0.24, -0.25, -0.19, -0.10, 0.08, 0.07, 0.10, 0.14, 0.10, 0.11, 0.13, 0.12, 0.10, 0.13, 0.12, 0.14, 0.09, 0.06, 0.08, -0.08, -0.21, -0.23, -0.21, -0.03, -0.21, -0.18, -0.21, -0.14, 0.06, 0.09, 0.09, 0.13, 0.10, 0.08, 0.14, 0.09, 0.12, 0.13, 0.10, 0.12, 0.08, 0.09, 0.10, -0.11, -0.23, -0.19, -0.24, -0.06, -0.20, -0.25, -0.22, -0.12, 0.10, 0.08, 0.08, 0.13, 0.11, 0.13, 0.11, 0.11, 0.11, 0.14, 0.13, 0.13, 0.07, 0.10, 0.09, -0.07, -0.49, -0.07, -0.04, 0.10, 0.09, 0.04, 0.12, 0.07, 0.08, 0.08, 0.05, -0.16, -0.12, 0.06, 0.08, 0.07, -0.01]
}

{
  "formula": "C17H22F6GaIO6P",
  "method": "the ωB97M-V functional and the def2-TZVPD basis",
  "charge": -1,
  "max_force_ha_per_bohr": 0.0255,
  "energy_ev": -116344.5296,
  "gap_ev": 6.59,
  "homo_ev": -4.310,
  "elements": ["C", "Ga", "C", "C", "O", "C", "C", "C", "C", "C", "C", "P", "O", "I", "H", "H", "H", "H", "H", "H", "H", "H", "H", "H", "H", "H", "C", "C", "O", "C", "O", "C", "F", "F", "F", "H", "H", "H", "H", "H", "C", "C", "O", "C", "O", "C", "F", "F", "F", "H", "H", "H", "H", "H"],
  "positions_angstrom": [[-0.60353, 1.68352, -2.25374], [0.29460, -0.13466, -2.06136], [-0.99085, -1.74606, -1.84501], [-2.13460, -1.80323, -2.81499], [-2.07660, -2.61175, -3.74552], [-3.40898, -0.96625, -2.75058], [-4.32986, -1.14335, -3.76604], [-5.47347, -0.38966, -3.77695], [-5.73699, 0.54258, -2.80318], [-4.84067, 0.69065, -1.77656], [-3.68866, -0.06459, -1.76276], [1.83772, -0.33722, -3.83269], [2.36138, -1.93550, -3.95171], [0.60527, 0.14868, -5.94658], [0.08008, 2.41857, -1.80020], [-0.66277, 1.96868, -3.31066], [-1.55509, 1.79456, -1.72893], [1.16516, -0.06450, -0.70678], [-1.32455, -1.76927, -0.80590], [-0.41749, -2.66428, -2.00983], [-4.13445, -1.87511, -4.54006], [-6.18227, -0.53489, -4.58906], [-6.64331, 1.13581, -2.87336], [-5.00758, 1.41786, -0.98695], [-2.98681, 0.08175, -0.96217], [1.58523, -2.48705, -4.12440], [-0.59834, -0.39789, 5.69402], [-0.87428, -1.31842, 4.52353], [-1.45163, -0.60310, 3.41946], [-0.60342, 0.11042, 2.68341], [0.57382, 0.19757, 2.86631], [-1.35125, 0.78256, 1.52475], [-2.47563, 1.39090, 1.94445], [-1.71197, -0.12703, 0.60517], [-0.60858, 1.70108, 0.92970], [-1.50728, 0.13088, 5.98512], [-0.22951, -0.96653, 6.54766], [0.14488, 0.35582, 5.43614], [-1.60598, -2.07218, 4.80883], [0.02554, -1.84302, 4.20206], [3.75900, 0.87576, -0.36976], [3.37267, 0.78654, 1.08666], [4.47121, 0.29824, 1.89994], [5.41628, 1.16804, 2.19672], [5.45564, 2.31910, 1.86858], [6.47453, 0.50034, 3.08700], [6.85633, -0.68983, 2.60481], [5.99794, 0.29424, 4.32659], [7.56936, 1.25311, 3.20118], [4.12576, -0.08690, -0.72932], [2.90102, 1.17139, -0.97028], [4.55896, 1.60156, -0.52811], [2.56534, 0.07010, 1.20829], [3.01871, 1.74198, 1.47307]],
  "lowdin_charge": [-0.25, 0.18, -0.20, -0.41, 0.00, -0.14, -0.03, -0.10, -0.11, -0.08, -0.05, 0.25, -0.52, 0.18, -0.02, -0.03, -0.03, -0.04, 0.03, 0.05, 0.12, 0.10, 0.10, 0.10, 0.08, 0.01, -0.06, -0.20, 0.03, -0.38, 0.17, -0.53, 0.16, 0.12, 0.17, 0.08, 0.08, 0.08, 0.12, 0.13, -0.09, -0.20, 0.04, -0.41, 0.16, -0.54, 0.16, 0.15, 0.16, 0.09, 0.03, 0.08, 0.09, 0.13]
}